Entry 1:
C19H37BF2IN2O3 | ωB97M-V/def2-TZVPD

Summary:
energy relative to the best compared isomer or geometry (same formula, charge and spin)	183.2	kcal per mole
gap between HOMO and LUMO	5.7	eV
2S+1	1
total charge	+1
LUMO level	-5.9	eV

Element x y z (Å)
I: 6.4793 -0.6316 -2.6120
F: 0.2876 1.1770 -3.0843
F: 5.8922 -3.2013 0.6544
O: 6.4675 2.0205 1.5493
O: -3.4968 0.7848 2.6071
O: -6.1096 2.6918 -1.0053
N: 5.5702 2.8359 -0.7069
N: 5.3080 0.2334 -0.0351
C: -5.3418 -0.7107 2.9792
C: -0.9595 -0.8107 3.0382
C: -7.7105 1.0224 -1.6602
C: 1.0210 0.2837 -2.1115
C: -6.2779 1.5145 -1.7907
C: -5.6887 1.7642 2.7292
C: 4.7045 -3.1467 -1.9779
C: 4.7108 -0.4023 -1.2754
C: 3.7286 0.5018 -2.2122
C: 4.3346 -1.9449 -0.8826
C: -5.9265 1.8200 -3.2381
C: 1.5206 -1.2256 1.2629
C: 5.4519 -0.6103 1.0381
C: 2.7388 -1.4951 2.3268
C: 4.8667 -2.0942 0.6606
C: 0.1400 -0.9302 2.1380
C: 2.4266 -0.2569 -2.8409
C: -4.7663 0.6712 3.2450
C: 3.8523 -2.5982 1.8453
B: 5.7854 1.6464 0.2603
H: 5.6115 2.5007 -1.6950
H: 1.2466 0.9494 -1.1756
H: -8.4193 1.7832 -2.0062
H: -6.6694 1.7138 3.2125
H: 3.3448 1.4275 -1.6068
H: 3.9919 -4.0551 -1.6764
H: -2.0217 -0.8100 3.5365
H: 3.1733 -0.4530 2.6412
H: 4.5583 3.1113 -0.5253
H: -6.3120 -0.8354 3.4701
H: 5.8711 -0.4577 2.1198
H: 1.3880 -2.1350 0.5115
H: -7.8684 0.1082 -2.2409
H: -4.8966 2.1848 -3.3152
H: -6.7154 3.3699 -1.3475
H: 4.5387 -2.8109 2.7987
H: -5.2560 2.7529 2.9162
H: 4.3512 0.9397 -3.1293
H: -6.5720 2.6091 -3.6399
H: 2.2353 -1.9432 3.3121
H: 3.2675 -3.5872 1.5766
H: 5.7056 2.0466 2.2294
H: -5.8282 1.6804 1.6455
H: -5.4689 -0.8823 1.9044
H: -4.6616 -1.4876 3.3447
H: -3.6298 0.6696 1.6516
H: 2.3305 0.1203 -3.9697
H: 2.4926 -1.4223 -2.9019
H: -7.9533 0.8183 -0.6119
H: 5.8042 -3.5362 -1.8851
H: 3.1620 -2.0537 -0.8352
H: 0.3240 -0.6026 -1.7800
H: 1.7112 -0.2635 0.5843
H: -4.6056 0.8025 4.3206
H: 4.3828 -2.8482 -3.0719
H: -6.0308 0.9297 -3.8660
H: -5.5913 0.7570 -1.3973

Mulliken population analysis, charges in e, atoms 1 to 8:
1. I 0.224
2. F -0.373
3. F -0.419
4. O -0.492
5. O -0.507
6. O -0.544
7. N -0.579
8. N 0.917

=====

Entry 2:
C19H37Br18Cl3 | ωB97M-V/def2-TZVPD

Summary:
energy relative to the best compared isomer or geometry (same formula, charge and spin)	4.1	kcal per mole
gap between HOMO and LUMO	10.1	eV
2S+1	1
SMILES string	ClC(Cl)Cl.BrCCBr.BrCCBr.BrCCBr.BrCCBr.BrCCBr.BrCCBr.BrCCBr.BrCCBr.BrCCBr
LUMO level	0.1	eV

Element x y z (Å)
Br: 13.6405 3.7566 13.3521
Br: 8.8997 6.5086 13.7260
Br: 17.9181 6.5641 13.9014
Br: 10.4442 15.0536 12.9942
Br: 6.7680 5.8895 9.4336
Br: 8.1810 9.9904 11.0504
Br: 7.4879 2.3069 12.2942
Br: 15.9173 9.0700 10.0287
Br: 14.4077 11.8558 6.6774
Br: 16.6583 4.8861 9.7740
Br: 17.4499 11.1903 15.5730
Br: 11.7207 10.6578 12.7077
Br: 14.5115 9.4514 17.0663
Br: 13.8130 7.4792 13.8210
Br: 12.5897 4.0823 9.6006
Br: 15.6471 0.1000 11.2234
Br: 8.9124 2.8896 8.8770
Br: 11.5139 7.4552 9.7980
Cl: 11.0782 8.1210 16.0750
Cl: 11.5045 5.1696 15.9188
Cl: 11.5850 6.5829 18.5038
C: 17.5281 5.0495 11.5204
C: 8.5850 4.5696 13.6820
C: 17.2805 9.4382 16.4650
C: 12.9029 7.5370 11.1758
C: 7.9049 7.4312 9.9187
C: 10.9648 12.3929 12.2120
C: 7.0617 8.4576 10.6478
C: 14.4278 1.9358 12.9647
C: 14.7662 1.8668 11.5045
C: 12.3544 7.1751 12.5369
C: 14.9542 10.5567 9.1729
C: 11.8553 6.7084 16.7754
C: 10.0153 4.4052 8.2838
C: 11.4638 4.0357 8.0315
C: 15.9858 8.7438 16.0265
C: 15.4835 10.6337 7.7567
C: 10.8192 13.1888 13.4851
C: 7.9808 4.1850 12.3488
C: 17.1516 6.3826 12.1091
H: 6.5747 8.1165 11.5557
H: 12.0350 6.1380 12.6056
H: 9.9749 5.2018 9.0256
H: 15.5000 9.6900 7.2249
H: 10.0203 12.2525 11.6955
H: 16.4913 11.0405 7.7618
H: 13.6793 6.8053 10.9563
H: 9.5123 4.0378 13.8788
H: 17.2554 9.5781 17.5406
H: 16.0252 7.6649 16.1607
H: 7.0912 4.7736 12.1484
H: 18.1440 8.8320 16.2072
H: 11.5511 3.0578 7.5665
H: 13.8847 10.3618 9.1988
H: 6.2539 8.8018 10.0015
H: 15.1444 11.4695 9.7281
H: 11.6688 12.8096 11.4969
H: 15.8649 8.8948 14.9571
H: 11.8948 4.7412 7.3220
H: 15.2952 1.8883 13.6074
H: 13.6301 1.2506 13.2229
H: 13.2857 8.5495 11.1630
H: 15.5066 2.6120 11.2296
H: 11.5054 7.7900 12.8248
H: 8.3600 7.8250 9.0188
H: 8.6933 4.3876 11.5497
H: 13.9574 1.8821 10.7874
H: 9.9978 12.7286 14.0343
H: 9.4683 4.8227 7.4413
H: 8.6511 7.0748 10.6253
H: 16.0744 6.5319 12.1513
H: 18.5895 4.8926 11.3439
H: 17.2454 4.1997 12.1392
H: 12.9144 6.8750 16.6219
H: 17.5130 7.2384 11.5440
H: 11.6875 13.2214 14.1305
H: 7.8827 4.3038 14.4706

Mulliken population analysis, charges in e, atoms 1 to 8:
1. Br -0.052
2. Br -0.155
3. Br -0.145
4. Br -0.177
5. Br -0.188
6. Br -0.156
7. Br -0.148
8. Br -0.093

=====

Entry 3:
C19H37F6N4O3S | ωB97M-V/def2-TZVPD

Summary:
energy relative to the best compared isomer or geometry (same formula, charge and spin)	0.0	kcal per mole
gap between HOMO and LUMO	8.7	eV
2S+1	1
SMILES string	CCCCN[C@@]1(CN)[C@@H](S(=O)(=O)C(F)(F)C(F)(F)F)[NH2+][C@@H](CCCF)[C@@]1(CN)CCCOC
total charge	+1
LUMO level	-3.1	eV

Element x y z (Å)
S: 1.8628 -1.4841 2.0263
F: 3.1559 -3.6255 3.8811
F: 5.1546 -3.3511 3.2359
F: 4.1616 -1.7750 4.2337
F: 4.4496 -1.4336 1.5275
F: 1.8172 -2.4534 -5.4507
F: 3.4451 -3.3359 1.2249
O: -4.3929 -0.2798 1.9486
O: 0.9497 -2.5186 2.3709
O: 1.9231 -0.4612 2.9947
N: -0.7294 1.0408 -2.7173
N: 1.2046 -1.9959 -0.5277
N: 2.0518 1.1724 -1.7727
N: -0.1846 0.8656 1.3118
C: 0.1155 4.5564 0.8924
C: -0.7124 3.3485 1.3339
C: 0.6787 -2.1537 -4.7426
C: 0.5748 0.4029 0.1682
C: -2.8995 -1.1875 0.2980
C: 0.6347 -2.9788 -3.4734
C: 1.5836 -0.8267 0.3626
C: -5.6804 0.2494 1.6378
C: -1.3748 -1.4046 0.2316
C: 3.9948 -2.7586 3.4017
C: -0.5424 -0.4100 -0.6478
C: -1.4540 0.3683 -1.6075
C: -3.3878 0.0937 1.0008
C: -0.4376 -2.3196 -2.5250
C: 3.5558 -2.2538 2.0011
C: 0.1248 2.1756 1.9089
C: 1.3424 1.5175 -0.5315
C: 1.1096 5.0742 1.9419
C: 0.2761 -1.3781 -1.5578
H: -0.1912 -2.3541 -5.3674
H: -1.1454 -1.8046 -3.1676
H: 2.0919 1.9011 0.1652
H: -0.9576 -3.1308 -2.0208
H: -2.6195 0.6131 1.5670
H: 2.6321 0.3421 -1.7001
H: 2.6122 -0.6473 0.0399
H: -3.3925 -1.2885 -0.6658
H: 1.9725 4.4107 2.0091
H: -6.3946 -0.3027 2.2398
H: -1.9735 1.1639 -1.0780
H: 0.9956 -0.9088 -2.2315
H: 1.1791 2.4274 2.0066
H: 2.7054 1.9198 -1.9782
H: -3.2908 -2.0157 0.8870
H: 1.5937 -3.0053 -2.9595
H: -1.4684 3.6625 2.0479
H: 0.6842 5.1960 2.9355
H: -1.2570 2.9646 0.4651
H: -3.8503 0.7407 0.2532
H: -5.7162 1.3040 1.9202
H: 0.6228 2.2882 -0.7867
H: -0.2135 0.2139 2.0824
H: -0.5625 5.3781 0.6587
H: -0.2132 2.1029 2.9421
H: -1.2462 -2.4397 -0.0847
H: 1.5140 6.0199 1.5888
H: -2.1686 -0.2977 -2.0783
H: 0.7070 -1.0793 -4.5387
H: -1.0418 -1.4268 1.2683
H: -0.7091 0.3790 -3.4862
H: 0.2623 -3.9711 -3.7056
H: 0.9526 -2.8853 -0.0777
H: -5.9138 0.0941 0.5822
H: -1.3110 1.8031 -3.0503
H: 2.0596 -2.2217 -1.0396
H: 0.6807 4.3741 -0.0224

Mulliken population analysis, charges in e, atoms 1 to 8:
1. S 1.595
2. F -0.211
3. F -0.244
4. F -0.210
5. F -0.248
6. F -0.342
7. F -0.288
8. O -0.462

=====

Entry 4:
C19H37F6N4O5S4Ti | ωB97M-V/def2-TZVPD

Summary:
gap between HOMO and LUMO (alpha / beta)	5.6 / 4.9	eV
2S+1	1
total charge	+1
LUMO level (alpha / beta)	-3.7 / -4.1	eV

Element x y z (Å)
Ti: 0.0668 0.7397 0.5912
S: 2.8293 1.6709 1.1123
S: 1.3583 -1.7584 -0.3465
S: 0.1825 2.8258 2.5116
S: 1.2533 2.4245 -0.9963
F: 4.2399 1.3021 -1.1247
F: 5.4098 1.1429 0.6684
F: 1.5387 5.4441 -0.4041
F: 1.4297 4.8504 -2.4849
F: 4.1073 -0.4760 0.1123
F: -0.3671 4.8421 -1.2736
O: 0.0789 -1.2433 0.3460
O: 3.4292 2.0776 2.3400
O: 1.4094 0.8711 -1.0766
O: 1.8782 0.5198 1.3264
O: -0.1329 2.4374 -0.3155
N: -0.3165 -0.0554 2.7386
N: -2.0266 1.1533 1.0769
N: 2.2918 2.8125 0.2442
N: -1.2770 0.2464 -1.3767
C: 0.2438 -3.5340 2.5431
C: 1.2162 -4.0748 1.4964
C: -1.0957 0.3457 -2.5079
C: -1.8806 -0.4232 -4.6842
C: -2.5966 0.0670 1.8916
C: 0.5054 1.9034 4.0494
C: 0.5542 0.3839 3.8398
C: -2.4086 2.5277 1.4616
C: -1.7311 -0.1372 3.1289
C: 4.2387 0.8625 0.1259
C: -1.6294 3.1041 2.6366
C: -0.9527 0.5528 -3.9465
C: -0.2628 -3.8432 -1.6722
C: -1.3674 2.0172 -4.2115
C: 0.7985 -2.7495 -1.7760
C: -1.6302 -3.3859 -1.1647
C: 0.5153 0.3388 -4.3613
C: 0.9704 4.5807 -1.2495
C: 2.0616 -3.0323 0.7632
H: -0.0002 -0.9740 2.4475
H: -0.2388 2.2079 4.7829
H: -1.7388 -0.2979 -5.7571
H: 0.7708 -2.9405 3.2955
H: 1.4792 2.2494 4.3907
H: -0.3782 -4.2387 -2.6844
H: -2.4380 2.1542 -4.0592
H: -0.2420 -4.3614 3.0590
H: -1.9263 0.6488 3.8562
H: 1.7332 -3.1563 -2.1698
H: 2.6133 -2.4200 1.4820
H: 0.2713 -0.1190 4.7695
H: 2.7956 -3.5257 0.1213
H: -1.9753 2.7284 3.5965
H: 0.6739 0.7770 -5.3452
H: 0.7552 -0.7236 -4.4254
H: -3.4767 2.5670 1.6963
H: 1.1942 0.8109 -3.6537
H: -2.9263 -0.2265 -4.4483
H: -1.1308 2.2685 -5.2444
H: -1.7638 4.1844 2.6357
H: -1.6542 -1.4590 -4.4259
H: -1.9679 -1.0927 3.6030
H: 1.9293 -4.7317 1.9987
H: -2.3345 -4.2161 -1.2031
H: 0.0990 -4.6715 -1.0665
H: -3.6293 0.2778 2.1795
H: -2.5818 -0.8382 1.2797
H: -1.5686 -3.0321 -0.1384
H: 0.6680 -4.6950 0.7915
H: -2.2258 3.1563 0.5921
H: 1.5734 0.1011 3.5959
H: -0.5326 -2.9355 2.0708
H: -2.0223 -2.5712 -1.7748
H: -2.3715 1.0299 0.1301
H: -0.8285 2.6984 -3.5518
H: 0.4642 -1.9653 -2.4582

Mulliken population analysis, charges in e, atoms 1 to 8:
1. Ti -0.566
2. S 0.683
3. S 0.929
4. S 0.188
5. S 0.465
6. F -0.191
7. F -0.225
8. F -0.269

=====

Entry 5:
C19H37LaNO3SSi | ωB97M-V/def2-TZVPD

Summary:
energy relative to the best compared isomer or geometry (same formula, charge and spin)	127.8	kcal per mole
gap between HOMO and LUMO (alpha / beta)	5.1 / 6.0	eV
2S+1	1
total charge	-1
LUMO level (alpha / beta)	2.5 / 2.4	eV

Element x y z (Å)
La: -0.4637 -0.4691 0.3557
S: 1.2684 -1.9160 2.7001
Si: 0.1965 -0.5035 3.6483
O: -1.2628 -0.3385 2.7699
O: 0.0819 -0.7482 5.2818
O: 0.8279 1.0109 3.3832
N: -3.6496 0.3403 -0.9642
C: -0.2017 2.6795 0.3764
C: 1.0114 2.3725 -0.2830
C: 2.8549 0.6424 4.7521
C: 3.0386 1.2411 2.3721
C: -1.2831 2.2271 -0.4389
C: 0.8550 -0.7488 7.6070
C: 0.7052 1.6826 -1.4904
C: -2.6965 -0.3280 3.3166
C: 0.4579 -2.3916 -0.1456
C: 2.1119 2.9075 3.9860
C: -2.7887 -1.2986 4.4834
C: 0.5325 -1.6300 6.4066
C: -3.5558 -0.7612 2.1336
C: -0.6217 -2.5378 6.7918
C: -3.0357 1.0793 3.7996
C: -0.7256 1.6046 -1.6036
C: 1.4642 -1.7099 -0.8778
C: 2.2080 1.4277 3.6281
C: 1.7290 -2.4708 5.9996
H: -0.2103 -3.0762 -0.6218
H: -2.3433 2.4173 -0.2631
H: -1.2892 1.2241 -2.4534
H: -3.5285 -0.0155 1.3240
H: -2.3586 -0.8639 5.3920
H: -2.4060 1.3509 4.6517
H: -3.8476 -1.5049 4.7014
H: 2.6160 -1.8545 5.8234
H: 0.4791 -2.5006 1.0337
H: -3.2364 -1.7483 1.7693
H: -0.9840 -3.1117 5.9332
H: -3.3544 -0.6047 -1.2219
H: -1.4430 -1.9555 7.2269
H: 2.5939 1.7811 1.5317
H: 3.1157 3.3171 4.1626
H: -2.9315 1.8288 3.0098
H: 1.2743 -1.5310 -1.9493
H: -2.3065 -2.2587 4.2716
H: 1.4324 1.4043 -2.2488
H: -0.2954 3.2759 1.2858
H: 1.6449 3.4776 3.1717
H: 3.1216 0.1794 2.0976
H: 1.7102 -0.0892 7.4378
H: 3.8054 1.1276 5.0308
H: 2.0068 2.7130 0.0093
H: 1.5155 -3.0458 5.0900
H: 1.5133 3.0464 4.8968
H: -0.2829 -3.2487 7.5581
H: 1.9689 -3.1732 6.8118
H: 2.4983 -1.6890 -0.6087
H: -4.0773 1.0969 4.1455
H: 1.0953 -1.3829 8.4718
H: 3.1033 -0.3788 4.4288
H: -4.6065 -0.8617 2.4271
H: -0.0128 -0.1423 7.8880
H: 2.2219 0.6061 5.6484
H: 4.0478 1.6524 2.5456

Mulliken population analysis, charges in e, atoms 1 to 8:
1. La 1.028
2. S -0.712
3. Si -0.255
4. O 0.723
5. O 0.004
6. O -0.025
7. N -0.639
8. C -0.160

=====

Entry 6:
C19H37N2O | ωB97M-V/def2-TZVPD

Summary:
gap between HOMO and LUMO	7.0	eV
2S+1	1
total charge	+1
LUMO level	-5.0	eV

Element x y z (Å)
O: -0.4028 -3.6010 0.3582
N: -3.8297 -0.0524 -1.5717
N: -4.0478 -0.9970 -0.6943
C: -0.3514 -3.0523 -0.9421
C: -1.0946 3.2885 0.4790
C: 0.0648 2.7949 1.3560
C: -4.0557 0.7522 0.9373
C: 4.4226 0.3589 -0.5649
C: -0.5154 -5.0170 0.4346
C: 0.6374 -5.7656 -0.2079
C: -1.6132 -3.2913 -1.7571
C: 3.9958 -0.4390 1.8730
C: -4.1606 -0.5911 0.5522
C: 4.1019 -0.8162 0.3819
C: 1.4187 3.3842 0.9636
C: -3.8236 1.7230 -0.0186
C: -2.4278 3.3948 1.2276
C: 2.0491 1.3545 -0.4855
C: -3.7172 1.2475 -1.3236
C: 3.2150 0.8621 -1.3633
C: -3.6389 3.1765 0.3061
C: 1.9445 2.8842 -0.3847
H: -4.3286 -1.3818 1.2751
H: 3.5453 1.6816 -2.0125
H: -3.5269 1.8893 -2.1768
H: 0.1101 1.7021 1.2954
H: -2.4480 2.6533 2.0356
H: -1.4713 -5.3498 0.0141
H: -1.2200 2.6179 -0.3840
H: -2.4805 -2.9316 -1.2020
H: -0.8388 4.2669 0.0555
H: -4.1440 1.0156 1.9852
H: 4.8770 -1.5773 0.2671
H: 3.8882 0.6421 2.0041
H: 3.1660 -1.2839 0.0555
H: 1.1059 0.9430 -0.8661
H: 2.8779 0.0663 -2.0369
H: -0.2178 -1.9801 -0.7782
H: 0.5141 -6.8362 -0.0442
H: 1.5870 -5.4565 0.2297
H: 2.1576 0.9461 0.5263
H: -4.5559 3.5534 0.7697
H: -1.5435 -2.7588 -2.7090
H: 0.5325 -3.3987 -1.4878
H: 5.1988 0.0588 -1.2751
H: 4.8824 -0.7463 2.4300
H: 0.6879 -5.6039 -1.2854
H: -2.5291 4.3740 1.7000
H: 3.1318 -0.9077 2.3510
H: 2.9366 3.3174 -0.5519
H: 1.3223 4.4763 0.9258
H: 1.3103 3.2665 -1.1931
H: -3.5008 3.7298 -0.6268
H: -0.1459 3.0347 2.4049
H: -0.5456 -5.2289 1.5029
H: -1.7727 -4.3446 -1.9862
H: 4.8389 1.1930 0.0126
H: -3.7277 -0.3962 -2.5220
H: 2.1550 3.1558 1.7417

Mulliken population analysis, charges in e, atoms 1 to 8:
1. O -0.415
2. N 0.334
3. N -0.670
4. C -0.076
5. C -0.170
6. C -0.677
7. C -0.134
8. C -0.772

=====

Entry 7:
C19H37NO14 | ωB97M-V/def2-TZVPD

Summary:
gap between HOMO and LUMO	10.0	eV
2S+1	1
SMILES string	CNCOC(=O)OCCCC(=O)O.CCOC(=O)OC.CCOC(=O)OC.CCOC(=O)OC
LUMO level	0.3	eV

Element x y z (Å)
O: 7.9593 3.4595 -2.8870
O: -9.1259 1.9606 1.8524
O: 4.2365 -0.3368 2.5810
O: -0.5624 -2.9367 1.7645
O: -1.2743 -0.9710 1.0646
O: -7.7774 0.3286 2.6373
O: -5.6344 -2.5893 0.2452
O: 5.2394 -0.7522 0.6281
O: -7.6761 -3.0257 -0.2956
O: -7.7928 2.2286 3.6617
O: -6.4522 -1.7350 -1.6869
O: 9.2859 1.6258 -2.9385
O: 3.0164 -1.1022 0.8614
O: 8.0306 1.9469 -1.2123
N: 6.7691 -2.4145 -0.0420
C: 7.6044 -2.3281 -1.2365
C: -8.2472 -0.5238 1.5877
C: -4.3835 -1.8988 0.0311
C: -8.2892 3.5693 3.8242
C: 2.5724 -0.2294 -0.1982
C: 1.0964 -0.5054 -0.5084
C: -9.6235 3.5860 4.5362
C: -0.4794 -1.8556 0.9574
C: 4.1817 -0.6944 1.4536
C: -8.7922 -2.8494 -1.1740
C: 8.3861 2.4465 -2.3946
C: 9.8074 2.0443 -4.2138
C: 7.0758 2.7328 -0.4899
C: 0.6035 -1.9006 -0.1042
C: -6.5656 -2.3846 -0.6790
C: -4.4605 -0.4605 0.4836
C: 5.4230 -1.9980 -0.1277
C: 10.8907 3.0873 -4.0559
C: -8.3174 1.5460 2.6441
H: -4.7793 -0.4077 1.5255
H: -3.6598 -2.4523 0.6254
H: 1.4251 -2.5430 0.2129
H: -8.3518 4.0491 2.8482
H: 4.7362 -2.7418 0.2741
H: 2.6931 0.8006 0.1432
H: -9.5620 -3.5226 -0.8089
H: -9.9263 4.6152 4.7315
H: 7.5272 3.6673 -0.1610
H: 0.2079 -3.5037 1.6456
H: 5.1397 -1.7745 -1.1607
H: 11.6764 2.7226 -3.3936
H: -5.1666 0.1064 -0.1241
H: 10.4839 4.0085 -3.6411
H: 6.7915 2.1295 0.3671
H: 8.3793 -1.5675 -1.1213
H: 8.9888 2.4095 -4.8328
H: -9.5531 3.0586 5.4880
H: -9.2937 -0.7800 1.7506
H: 7.0101 -2.0637 -2.1158
H: -3.4760 -0.0032 0.4027
H: -8.5221 -3.1026 -2.1967
H: -7.6390 -1.4205 1.6349
H: -8.1350 -0.0379 0.6191
H: -9.1466 -1.8197 -1.1375
H: 6.8483 -3.3096 0.4117
H: 0.9565 -0.3726 -1.5815
H: 6.2072 2.9462 -1.1096
H: 0.4729 0.2443 -0.0227
H: 11.3323 3.3122 -5.0271
H: 3.2082 -0.3785 -1.0747
H: -4.1116 -1.9779 -1.0211
H: 8.0955 -3.2794 -1.4442
H: -7.5235 4.0715 4.4122
H: -10.3921 3.1099 3.9290
H: 10.2014 1.1319 -4.6572
H: 0.1324 -2.3943 -0.9596

Mulliken population analysis, charges in e, atoms 1 to 8:
1. O -0.566
2. O -0.564
3. O -0.552
4. O -0.522
5. O -0.531
6. O -0.372
7. O -0.384
8. O -0.192

=====

Q: Look up the 2S+1 of the fourth one.
A: 1

=====

Q: What is the 2S+1 in the fifth record?
A: 1

=====

Q: What is the 2S+1 in the seventh record?
A: 1

=====

Q: 2S+1 of number 2 (C19H37Br18Cl3)?
A: 1